(1)
C3H8N3O | the ωB97M-V functional and the def2-TZVPD basis

The geometry in XYZ format:
```
15
Properties=species:S:1:pos:R:3:mulliken_charge:R:1
C -1.653 -0.068 0.050 0.6259
C 2.091 -0.024 0.825 -0.2571
C 2.118 -0.150 -0.651 -0.3380
N -2.810 0.614 0.086 -0.4011
N -0.539 0.507 -0.187 -0.2048
N 1.061 -0.620 0.097 -0.2345
O -1.750 -1.339 0.186 -0.4467
H 2.600 -0.637 1.397 0.3226
H 2.104 1.051 1.114 0.2471
H 1.874 0.594 -1.397 0.2312
H 2.652 -0.890 -1.049 0.2773
H -2.950 1.489 -0.339 0.2571
H -3.597 -0.026 -0.084 0.2792
H -0.205 1.402 -0.500 0.2292
H -0.996 -1.903 0.451 0.4125
```

The multiplicity is 1. The HOMO energy is -0.5528 Eh. As for the energy relative to the best compared isomer or geometry (same formula, charge and spin): 109.0 kcal/mol. As for the molecular weight: 102.12 g mol⁻¹. For the LUMO energy, the calculation gives -5.46 eV. The calculation puts the total energy at -358.22273 hartree. The total charge is +1.

***

(2)
C3H8N3O | the ωB97M-V functional and the def2-TZVPD basis

The geometry in XYZ format:
```
15
Properties=species:S:1:pos:R:3:mulliken_charge:R:1
C 0.613 -2.785 1.634 -0.3621
C -0.391 1.255 0.641 0.0744
C -0.808 1.443 -0.802 -0.4785
N 0.463 -1.901 0.833 0.3199
N 0.436 -1.260 -0.085 -0.5294
N 0.344 1.109 -1.632 -0.2727
O 0.756 1.359 0.948 -0.4286
H -0.310 -3.441 1.827 0.2293
H 1.268 -2.795 2.482 0.2908
H -1.212 1.064 1.383 0.3526
H -1.207 2.405 -0.998 0.4023
H -1.809 0.799 -0.908 0.2750
H 0.286 0.103 -1.342 0.4328
H 1.277 1.368 -1.319 0.3361
H 0.292 1.276 -2.658 0.3581
```

The multiplicity is 1. The HOMO energy is -0.4693 Eh. As for the energy relative to the best compared isomer or geometry (same formula, charge and spin): 97.2 kcal/mol. As for the molecular weight: 102.12 g mol⁻¹. For the LUMO energy, the calculation gives -3.45 eV. The calculation puts the total energy at -358.24147 hartree. The total charge is +1.

***

(3)
C3H8N3O | the ωB97M-V functional and the def2-TZVPD basis

The geometry in XYZ format:
```
15
Properties=species:S:1:pos:R:3:mulliken_charge:R:1
C 1.762 -0.435 0.202 0.0612
C 1.013 0.699 -0.360 -0.4583
C -0.882 -0.775 -0.424 0.0253
N 1.362 -1.477 0.718 -0.6014
N -0.368 0.397 -0.089 0.3024
N -1.174 1.175 0.819 -0.6395
O -1.967 -1.161 0.105 -0.3458
H 2.798 -0.325 0.037 0.4577
H 1.212 1.549 0.203 0.3316
H 1.096 0.793 -1.473 0.2955
H -0.496 -1.424 -1.324 0.3508
H -1.355 0.726 1.642 0.2316
H -0.642 2.034 0.980 0.2910
H 0.369 -1.688 1.027 0.2925
H -2.427 -1.746 -0.449 0.4054
```

As for the SMILES: [H]/N=C\C/[N+](N)=C/O. The multiplicity is 1. The HOMO energy is -0.5275 Eh. As for the energy relative to the best compared isomer or geometry (same formula, charge and spin): 85.7 kcal/mol. As for the molecular weight: 102.12 g mol⁻¹. For the LUMO energy, the calculation gives -4.15 eV. The calculation puts the total energy at -358.25985 hartree. The total charge is +1.

***

(4)
C3H8N3S | the ωB97M-V functional and the def2-TZVPD basis

The geometry in XYZ format:
```
15
Properties=species:S:1:pos:R:3:mulliken_charge:R:1
C 0.418 -0.643 0.087 0.0348
C -0.280 0.400 0.862 -0.1870
C -1.641 1.052 0.642 -0.1292
N 1.494 -0.506 -0.652 0.3265
N 2.277 -1.390 -1.246 -0.6704
N -0.435 1.754 0.363 -0.5286
S -2.605 0.650 -0.858 -0.2109
H -0.149 -1.565 0.309 0.3773
H -0.217 0.312 2.042 0.3346
H -2.451 1.197 1.351 0.4467
H 1.906 -2.341 -1.088 0.2680
H 3.116 -1.339 -1.752 0.2291
H -0.156 2.482 1.012 0.2454
H 1.745 0.470 -0.731 0.3165
H -3.022 -0.533 -0.341 0.1473
```

As for the SMILES: N/[NH+]=C/[C@H]1N[C@H]1S. The multiplicity is 1. The HOMO energy is -0.4675 Eh. As for the energy relative to the best compared isomer or geometry (same formula, charge and spin): 84.0 kcal/mol. As for the molecular weight: 118.18 g mol⁻¹. For the LUMO energy, the calculation gives -4.61 eV. The calculation puts the total energy at -681.18035 hartree. The total charge is +1.

***

(5)
C3H8N3S | the ωB97M-V functional and the def2-TZVPD basis

The geometry in XYZ format:
```
15
Properties=species:S:1:pos:R:3:mulliken_charge:R:1
C -0.927 -0.346 -0.013 0.4547
C -1.934 0.109 -0.988 -0.7847
C 1.515 0.162 0.387 0.2016
N 0.277 0.524 0.084 -0.1786
N -0.825 -1.572 0.500 -0.4320
N 2.564 0.971 0.422 -0.3518
S -2.813 0.673 0.444 -0.1313
H -1.586 0.974 -1.532 0.2421
H -2.307 -0.576 -1.675 0.4341
H 1.654 -0.922 0.461 0.2850
H 0.018 1.493 -0.071 0.3122
H -1.550 -2.314 0.381 0.2420
H -0.108 -1.994 1.084 0.1643
H 3.625 0.881 0.379 0.3014
H 2.398 1.936 0.137 0.2411
```

As for the SMILES: N[C@@]1(NC=[NH2+])CS1. The multiplicity is 1. The HOMO energy is -0.4343 Eh. As for the energy relative to the best compared isomer or geometry (same formula, charge and spin): 34.3 kcal/mol. As for the molecular weight: 118.18 g mol⁻¹. For the LUMO energy, the calculation gives -4.42 eV. The calculation puts the total energy at -681.25967 hartree. The total charge is +1.

***

(6)
C3H8N4 | the ωB97M-V functional and the def2-TZVPD basis

The geometry in XYZ format:
```
15
Properties=species:S:1:pos:R:3:mulliken_charge:R:1
C 1.377 -0.738 0.994 -1.3233
N -0.678 0.701 0.127 0.0099
C -0.276 0.319 -1.304 0.4027
N -1.725 0.025 0.819 -0.7136
C 1.124 0.518 0.201 0.6054
N 1.042 0.491 -1.175 -0.7117
N -1.186 -0.015 -2.118 -0.7081
H -0.872 1.700 0.176 0.3067
H -2.536 0.034 0.196 0.3126
H -1.444 -0.949 0.887 0.2497
H -0.815 -0.336 -3.006 0.2705
H 1.594 1.400 0.657 0.3114
H 2.447 -0.951 0.945 0.3660
H 0.849 -1.587 0.559 0.3137
H 1.099 -0.609 2.041 0.3081
```

The multiplicity is 1. The HOMO energy is -0.2953 Eh. As for the energy relative to the best compared isomer or geometry (same formula, charge and spin): 81.2 kcal/mol. As for the molecular weight: 100.12 g mol⁻¹. For the LUMO energy, the calculation gives 0.91 eV. The calculation puts the total energy at -338.02436 hartree.

***

(7)
C3H8N4 | the ωB97M-V functional and the def2-TZVPD basis

The geometry in XYZ format:
```
15
Properties=species:S:1:pos:R:3:mulliken_charge:R:1
C -0.035 -0.467 0.935 -0.9106
C 0.744 -0.086 -0.109 0.3780
C 1.363 -1.035 -1.111 -0.9988
N -4.023 -1.283 -0.344 -0.4938
N -3.498 -0.274 -0.116 0.3460
N -2.648 0.350 0.487 0.1579
N -2.443 1.755 0.127 -0.4963
H -0.523 -1.532 1.004 0.1324
H -0.382 0.167 1.758 0.3481
H 1.221 0.947 -0.057 0.2215
H 0.914 -2.021 -1.003 0.2973
H 2.444 -0.980 -1.037 0.2529
H 1.253 -0.865 -2.223 0.2702
H -3.251 2.293 0.590 0.2583
H -1.626 2.140 0.455 0.2369
```

The multiplicity is 1. The HOMO energy is -0.3303 Eh. As for the energy relative to the best compared isomer or geometry (same formula, charge and spin): 125.7 kcal/mol. As for the molecular weight: 100.12 g mol⁻¹. For the LUMO energy, the calculation gives 0.07 eV. The calculation puts the total energy at -337.95345 hartree.

***

(8)
C3H8N4 | the ωB97M-V functional and the def2-TZVPD basis

The geometry in XYZ format:
```
15
Properties=species:S:1:pos:R:3:mulliken_charge:R:1
C 1.321 0.725 -1.274 -1.0603
C 0.625 -1.078 0.151 0.1496
C -1.092 0.563 -0.558 0.0029
H 2.212 0.074 -1.366 0.3304
H 1.176 0.604 -2.282 0.4258
H 1.788 1.802 -0.881 0.2581
H 1.773 -1.475 0.267 0.2152
H 0.264 -2.380 1.462 0.2325
H -1.601 0.940 -1.522 0.2610
H -2.113 0.468 2.188 0.2400
H -0.676 -0.065 1.715 0.2665
N 0.223 0.055 -0.465 0.1212
N -0.387 -1.660 0.871 -0.7132
N -2.044 0.805 0.274 -0.4400
N -1.471 0.621 1.419 -0.2899
```

As for the SMILES: [H]/N=C/N(C)/C=N\N. The multiplicity is 1. The HOMO energy is -0.2943 Eh. As for the energy relative to the best compared isomer or geometry (same formula, charge and spin): 126.9 kcal/mol. As for the molecular weight: 100.13 g mol⁻¹. For the LUMO energy, the calculation gives 0.74 eV. The calculation puts the total energy at -337.95164 hartree.

***

Question: What is the multiplicity in the sixth record?
Answer: 1